No. 1
DFT (ωB97M-V/def2-TZVPD) results for a structure of composition C46H36N4O2P2Sc.

Structure (XYZ):
```
91
Properties=species:S:1:pos:R:3:lowdin_charge:R:1
Sc -0.218 0.593 0.383 0.91
O -6.438 -0.801 3.490 -0.01
C -6.318 -0.744 2.256 -0.69
O -7.089 -0.946 1.305 0.00
C -4.902 -0.369 1.810 -0.05
C -4.077 0.398 2.622 0.07
C -2.829 0.758 2.173 -0.20
N -2.339 0.318 1.002 0.04
C -3.133 -0.437 0.213 -0.19
C -4.420 -0.754 0.563 0.08
C -2.540 -0.828 -1.093 -0.20
C -3.116 -1.779 -1.918 0.03
C -2.572 -2.003 -3.171 -0.01
C -1.464 -1.273 -3.573 -0.03
C -0.912 -0.386 -2.676 -0.14
N -1.421 -0.175 -1.455 0.02
C -1.882 1.570 2.968 -0.20
C -2.282 2.313 4.062 0.02
C -1.319 2.972 4.808 -0.01
C 0.014 2.848 4.452 -0.02
C 0.336 2.104 3.334 -0.08
N -0.593 1.496 2.581 0.05
H -4.444 0.649 3.610 0.13
H -5.099 -1.279 -0.097 0.13
H -3.982 -2.330 -1.582 0.13
H -3.016 -2.736 -3.832 0.13
H -1.026 -1.395 -4.554 0.12
H -0.030 0.189 -2.932 0.09
H -3.328 2.375 4.325 0.13
H -1.609 3.565 5.666 0.12
H 0.801 3.320 5.024 0.12
H 1.365 1.978 3.027 0.10
C 1.977 -1.537 1.986 -0.22
P 0.624 -1.907 0.779 1.06
C 1.301 -3.173 -0.318 -0.37
C 1.311 -3.003 -1.697 -0.10
C 1.835 -3.991 -2.524 -0.06
C 2.347 -5.153 -1.969 -0.06
C 2.337 -5.332 -0.589 -0.06
C 1.815 -4.349 0.235 -0.08
C -0.740 -2.686 1.687 -0.37
C -1.472 -3.733 1.133 -0.09
C -2.653 -4.151 1.739 -0.06
C -3.113 -3.520 2.887 -0.05
C -2.382 -2.479 3.447 -0.06
C -1.204 -2.062 2.848 -0.11
C 2.501 -0.146 1.739 -0.37
C 3.688 0.448 2.081 -0.03
C 3.637 1.797 1.604 -0.03
C 2.417 1.962 1.010 -0.44
C 1.797 3.078 0.222 -0.24
P 1.224 2.207 -1.315 1.04
C 0.601 3.435 -2.482 -0.37
C 1.039 3.502 -3.803 -0.09
C 0.433 4.383 -4.692 -0.06
C -0.615 5.189 -4.272 -0.07
C -1.063 5.121 -2.959 -0.07
C -0.464 4.240 -2.073 -0.10
C 2.811 1.606 -1.930 -0.37
C 3.823 2.501 -2.274 -0.09
C 5.086 2.026 -2.589 -0.06
C 5.348 0.660 -2.555 -0.06
C 4.343 -0.234 -2.219 -0.06
C 3.077 0.242 -1.908 -0.09
N 1.714 0.768 1.062 -0.16
H 2.769 -2.274 1.855 0.09
H 1.583 -1.663 2.996 0.09
H 0.909 -2.100 -2.134 0.07
H 1.842 -3.852 -3.598 0.11
H 2.753 -5.925 -2.609 0.11
H 2.737 -6.240 -0.157 0.11
H 1.797 -4.501 1.309 0.12
H -1.128 -4.223 0.229 0.11
H -3.217 -4.968 1.307 0.11
H -4.043 -3.833 3.345 0.12
H -2.739 -1.988 4.344 0.12
H -0.650 -1.236 3.285 0.10
H 4.506 -0.017 2.610 0.11
H 4.414 2.542 1.688 0.11
H 2.505 3.872 -0.015 0.10
H 0.943 3.532 0.736 0.08
H 1.856 2.877 -4.141 0.10
H 0.782 4.436 -5.715 0.11
H -1.088 5.870 -4.969 0.11
H -1.882 5.747 -2.629 0.11
H -0.826 4.192 -1.050 0.10
H 3.628 3.567 -2.300 0.12
H 5.871 2.722 -2.856 0.11
H 6.341 0.296 -2.787 0.11
H 4.544 -1.298 -2.191 0.11
H 2.299 -0.458 -1.630 0.07
```

Its total charge is +1. The value obtained for the HOMO energy is -0.369 Eh. Its multiplicity is 1. The orbital gap comes out at 6.311 eV. As for the LUMO energy: -3.7432 eV.

=====

No. 2
DFT (ωB97M-V/def2-TZVPD) results for a structure of composition C3H5NO3S.

Structure (XYZ):
```
13
Properties=species:S:1:pos:R:3:lowdin_charge:R:1
C 0.102 -1.128 -0.028 -0.47
C 1.046 -0.281 -0.668 -0.16
C 1.288 1.106 -0.005 0.00
N -1.035 -1.534 0.342 0.10
O 1.353 -1.398 0.207 0.14
O -3.414 0.267 -0.460 -0.42
O -1.682 1.103 0.951 -0.43
S -2.016 0.412 -0.290 0.82
H 1.240 -0.537 -1.636 0.12
H 1.093 1.193 1.047 0.09
H 0.890 1.845 -0.539 0.04
H 2.342 1.181 0.041 0.07
H -1.208 -2.230 1.040 0.10
```

The value obtained for the energy above the lowest of the compared OMol25 structures with the same formula, charge and spin is 318.7 kJ/mol. The value obtained for the HOMO energy is -0.372 Eh. Its multiplicity is 1. The orbital gap comes out at 10.637 eV. As for the LUMO energy: 0.5170 eV.

=====

No. 3
DFT (ωB97M-V/def2-TZVPD) results for the ion C3H8IN6 with charge +1.

Structure (XYZ):
```
18
Properties=species:S:1:pos:R:3:lowdin_charge:R:1
H 0.098 -2.257 -1.546 0.09
N 0.071 -1.341 -1.064 0.13
C 0.862 -1.391 -0.077 -0.49
N 1.756 -2.309 0.380 0.16
N 1.006 -0.242 0.775 0.17
C 0.350 0.909 0.635 -0.42
N 0.690 1.909 1.510 0.20
N -0.437 1.196 -0.338 0.10
C -1.563 0.838 -0.817 -0.86
N -1.901 1.417 -1.928 0.15
I -2.860 -0.496 0.192 0.95
H 1.682 -2.603 1.339 0.12
H 1.946 -2.996 -0.280 0.09
H 1.327 -0.385 1.723 0.16
H 0.246 2.799 1.521 0.11
H 0.818 1.616 2.469 0.12
H -1.417 2.276 -2.077 0.13
H -2.675 1.060 -2.419 0.10
```

Its total charge is +1. As for the SMILES: [H]/N=C(\N)N/C(N)=N\C(=[NH2+])I. The value obtained for the energy above the lowest of the compared OMol25 structures with the same formula, charge and spin is 0.0 kJ/mol. The value obtained for the HOMO energy is -0.488 Eh. Its multiplicity is 1. The orbital gap comes out at 9.747 eV. As for the LUMO energy: -3.5397 eV.

=====

No. 4
DFT (ωB97M-V/def2-TZVPD) results for a structure of composition C19H16N9O9S2SeTa.

Structure (XYZ):
```
57
Properties=species:S:1:pos:R:3:lowdin_charge:R:1
Ta -0.688 0.348 0.193 1.51
O 1.655 -3.966 -3.569 0.14
C 2.276 -4.318 -2.450 -0.49
O 2.903 -5.340 -2.355 0.11
C 2.170 -3.392 -1.285 -0.04
C 2.756 -3.668 -0.075 0.02
N 2.447 -2.650 0.750 0.03
N 1.702 -1.713 0.161 0.09
C 1.529 -2.147 -1.077 -0.14
C 0.726 -1.289 -1.981 -0.49
O 0.476 -1.606 -3.129 0.10
O 0.361 -0.149 -1.447 -0.23
H 1.179 -3.109 -3.471 0.06
H 3.354 -4.511 0.226 0.14
H 2.733 -2.525 1.708 0.17
S 1.375 1.532 0.901 0.69
C 1.226 3.238 0.591 -0.65
C 2.292 4.096 0.837 -0.05
C 2.155 5.460 0.632 -0.18
C 3.271 6.331 0.886 -0.17
N 4.164 7.025 1.084 0.18
C 0.928 5.979 0.179 -0.18
C -0.132 5.120 -0.064 -0.05
C 0.010 3.752 0.140 -0.65
S -1.316 2.679 -0.214 0.73
C 0.763 7.391 -0.037 -0.17
N 0.631 8.518 -0.213 0.18
H 3.236 3.700 1.188 0.12
H -1.077 5.519 -0.410 0.12
N 0.085 -3.504 4.221 0.14
C -0.012 -2.158 3.964 -0.36
C -0.033 -1.706 2.636 -0.11
N -0.134 -0.420 2.355 -0.11
C -0.197 0.447 3.383 -0.15
C -0.139 -0.017 4.675 -0.09
N -0.043 -1.312 4.978 0.15
H -0.369 -4.111 3.556 0.10
H -0.095 -3.747 5.183 0.10
H -0.015 -2.404 1.814 0.10
H -0.284 1.497 3.153 0.09
H -0.173 0.681 5.501 0.12
O -4.021 -1.704 -0.123 -0.39
Se -2.803 -1.511 0.881 0.91
O -1.308 -1.677 0.086 -0.53
O -2.428 0.139 1.211 -0.56
O -2.817 -2.349 2.234 -0.38
C -3.263 -1.535 -4.167 -0.04
N -3.061 -1.022 -2.826 0.07
C -2.278 0.003 -2.527 -0.55
N -1.630 0.672 -3.493 0.23
O -2.215 0.375 -1.314 -0.27
H -4.025 -2.308 -4.128 0.09
H -2.345 -1.976 -4.561 0.09
H -3.608 -0.748 -4.838 0.09
H -3.528 -1.437 -2.022 0.11
H -1.433 0.206 -4.363 0.11
H -0.931 1.322 -3.170 0.11
```

The value obtained for the energy above the lowest of the compared OMol25 structures with the same formula, charge and spin is 7.2 kJ/mol. The value obtained for the HOMO energy is -0.328 Eh. Its multiplicity is 1. The orbital gap comes out at 7.439 eV. As for the LUMO energy: -1.4858 eV.

=====

No. 5
DFT (ωB97M-V/def2-TZVPD) results for a structure of composition C41H57BrHgI2N7O2PS2Sb.

Structure (XYZ):
```
115
Properties=species:S:1:pos:R:3:lowdin_spin:R:1
Hg -0.054 0.160 -0.276 0.01
C -3.067 -0.286 4.779 0.09
C -2.351 0.478 3.864 0.00
C -2.146 0.024 2.576 0.08
C -2.659 -1.215 2.156 0.02
C -3.382 -1.981 3.095 0.07
C -3.586 -1.515 4.377 0.00
N -2.555 -1.736 0.903 0.32
N -2.091 -0.988 -0.074 0.27
C -2.204 -1.669 -1.305 0.02
C -2.136 -3.074 -1.293 0.03
C -2.214 -3.800 -2.467 0.00
C -2.391 -3.147 -3.675 0.04
C -2.513 -1.763 -3.685 0.00
C -2.440 -0.994 -2.531 0.03
H -3.241 0.082 5.783 0.01
H -1.964 1.452 4.136 0.00
H -1.602 0.646 1.883 0.01
H -3.809 -2.920 2.766 0.00
H -4.174 -2.105 5.071 0.00
H -1.993 -3.563 -0.339 0.00
H -2.127 -4.881 -2.445 0.00
H -2.458 -3.709 -4.601 0.00
H -2.695 -1.269 -4.636 0.00
I -4.957 1.256 -0.810 0.00
I -7.332 1.391 1.107 0.00
C -4.486 0.573 -4.249 0.00
Sb -3.109 1.204 -2.712 0.00
C -1.412 1.497 -4.026 0.00
C -3.555 3.354 -3.237 0.00
H -5.329 1.260 -4.316 0.00
H -4.872 -0.427 -4.059 0.00
H -3.971 0.571 -5.214 0.00
H -1.751 1.950 -4.960 0.00
H -0.949 0.534 -4.222 0.00
H -0.679 2.165 -3.577 0.00
H -3.739 3.422 -4.315 0.00
H -2.675 3.962 -3.015 0.00
H -4.406 3.792 -2.717 0.00
Br 3.756 -2.956 -5.895 0.00
C 2.651 -2.064 -4.625 0.00
C 2.674 -0.682 -4.545 0.00
C 1.828 -0.086 -3.624 0.00
N 1.011 -0.759 -2.821 0.00
C 1.014 -2.084 -2.914 0.00
C 1.809 -2.790 -3.805 0.00
H 3.316 -0.090 -5.181 0.00
H 1.807 0.993 -3.530 0.00
H 0.341 -2.607 -2.245 0.00
H 1.766 -3.869 -3.850 0.00
C 1.522 0.216 3.113 0.00
C 1.876 -1.280 3.088 0.00
C 2.963 -1.560 4.126 0.00
C 0.595 -2.040 3.465 0.00
P 2.220 -1.810 1.272 0.00
N 1.217 -1.365 0.210 0.01
C 2.217 -3.737 1.234 0.00
C 2.883 -4.137 -0.090 0.00
C 0.750 -4.185 1.121 0.00
C 2.901 -4.487 2.378 0.00
C 4.021 -1.241 0.864 0.00
C 5.183 -2.008 1.497 0.00
C 4.108 0.227 1.302 0.00
C 4.152 -1.246 -0.667 0.00
H 0.863 0.434 3.957 0.00
H 0.978 0.509 2.213 0.00
H 2.395 0.861 3.200 0.00
H 2.559 -1.350 5.121 0.00
H 3.835 -0.920 3.983 0.00
H 3.293 -2.599 4.107 0.00
H 0.122 -1.583 4.337 0.00
H 0.795 -3.084 3.704 0.00
H -0.123 -1.996 2.646 0.00
H 2.473 -3.536 -0.903 0.00
H 2.673 -5.190 -0.303 0.00
H 3.966 -4.018 -0.065 0.00
H 0.200 -3.474 0.503 0.00
H 0.254 -4.259 2.087 0.00
H 0.700 -5.170 0.645 0.00
H 3.941 -4.183 2.507 0.00
H 2.884 -5.559 2.154 0.00
H 2.375 -4.344 3.321 0.00
H 5.089 -2.059 2.583 0.00
H 6.119 -1.489 1.262 0.00
H 5.264 -3.023 1.108 0.00
H 4.228 0.323 2.380 0.00
H 3.213 0.770 0.995 0.00
H 4.969 0.710 0.830 0.00
H 4.403 -2.227 -1.066 0.00
H 4.938 -0.549 -0.979 0.00
H 3.205 -0.926 -1.108 0.00
N -4.193 7.937 0.133 0.00
C -3.352 6.863 0.433 0.00
C -1.971 6.977 0.255 0.00
C -1.137 5.929 0.594 0.00
C -1.677 4.757 1.101 0.00
C -3.043 4.639 1.305 0.00
C -3.876 5.691 0.976 0.00
S -0.626 3.426 1.621 0.00
O 0.508 4.032 2.288 0.00
O -1.455 2.573 2.418 0.00
N -0.150 2.579 0.304 0.00
C 1.093 2.771 -0.214 0.00
S 2.142 4.171 0.021 0.00
C 3.328 3.447 -1.016 0.00
C 2.904 2.236 -1.416 0.00
N 1.654 1.862 -0.989 0.00
H -3.837 8.569 -0.563 0.00
H -5.156 7.686 -0.016 0.00
H -1.559 7.896 -0.148 0.00
H -0.067 6.012 0.466 0.00
H -3.441 3.717 1.710 0.00
H -4.945 5.599 1.127 0.00
H 4.271 3.933 -1.207 0.00
H 3.470 1.541 -2.020 0.00
```

Its total charge is -2. The value obtained for the energy above the lowest of the compared OMol25 structures with the same formula, charge and spin is 262.9 kJ/mol. The value obtained for the HOMO energy (alpha / beta) is -0.032 / -0.062 Eh. Its multiplicity is 2. The orbital gap (alpha / beta) comes out at 4.150 / 4.959 eV. As for the LUMO energy (alpha / beta): 3.2774 / 3.2773 eV.

=====

No. 6
DFT (ωB97M-V/def2-TZVPD) results for a structure of composition C14H21MnO.

Structure (XYZ):
```
37
Properties=species:S:1:pos:R:3:lowdin_spin:R:1
C -3.293 0.871 -1.649 0.60
C -2.969 0.432 -3.045 0.08
C -4.430 0.139 -0.997 0.07
C -3.380 2.367 -1.539 0.07
H -5.409 0.407 -1.442 0.03
H -4.499 0.385 0.071 0.01
H -4.331 -0.948 -1.100 0.00
H -3.716 0.787 -3.785 0.03
H -2.939 -0.659 -3.144 0.00
H -2.000 0.853 -3.350 0.01
H -4.212 2.782 -2.143 0.03
H -2.459 2.834 -1.915 0.01
H -3.548 2.704 -0.508 0.00
C 0.371 -1.709 0.216 -0.04
C -1.017 -2.013 0.442 -0.04
C -1.716 -1.837 -0.798 0.00
H -1.440 -2.424 1.362 0.00
C -0.761 -1.335 -1.771 0.01
C 0.522 -1.262 -1.135 -0.01
H 1.482 -1.077 -1.634 0.00
H 1.191 -1.915 0.910 0.00
H -2.747 -2.135 -1.015 0.00
H -0.948 -1.186 -2.829 0.00
C 0.242 1.599 0.808 -0.01
C 0.128 0.519 1.725 -0.04
C -1.263 0.250 1.952 -0.04
H 0.961 0.063 2.265 0.00
C -2.023 1.229 1.227 0.00
C -1.086 2.050 0.489 0.01
H -1.338 2.939 -0.090 0.01
H 1.177 2.111 0.535 0.00
H -1.674 -0.489 2.645 0.00
H -3.108 1.398 1.295 0.00
Mn -0.977 0.022 -0.141 2.19
O 0.547 1.550 -2.263 0.02
H 1.201 1.011 -2.740 0.00
H 1.081 2.278 -1.902 0.00
```

Its total charge is +1. The value obtained for the HOMO energy (alpha / beta) is -0.385 / -0.461 Eh. Its multiplicity is 4. The orbital gap (alpha / beta) comes out at 6.225 / 8.376 eV. As for the LUMO energy (alpha / beta): -4.2523 / -4.1757 eV.